Record 1
The following is a quantum chemistry calculation of the ion C3H8NO2 with charge -1, from the Open Molecules 2025 dataset.

* relative energy (zero: lowest compared OMol25 entry of this formula, charge and spin): 2.841 eV
* total charge: -1
* Kohn-Sham gap: 6.393 eV
* SMILES: N[C@@H](C[O-])CO

Each line ends with the Mulliken charge.
Positions of all 14 atoms, in Å:
N  0.38919  -0.36212  1.61195  -0.738
C  0.39611  -0.23484  0.14875  0.280
C  -0.47185  -1.45086  -0.48925  -0.384
O  -0.94895  -1.22428  -1.71852  -0.875
C  -0.19079  1.00619  -0.42274  -0.716
O  0.67137  2.19491  -0.16314  -0.555
H  0.44277  0.58250  1.99236  0.240
H  -0.57369  -0.61178  1.84003  0.307
H  1.38103  -0.43410  -0.28895  0.278
H  0.21394  -2.33040  -0.51771  0.230
H  -1.23883  -1.61655  0.32695  0.089
H  -0.28416  0.90080  -1.49689  0.332
H  -1.14062  1.32937  0.01510  0.213
H  1.35448  2.25116  -0.83794  0.297

Record 2
The following is a quantum chemistry calculation of a structure of composition F3HNP, from the Open Molecules 2025 dataset.

* relative energy (zero: lowest compared OMol25 entry of this formula, charge and spin): 4.158 eV
* total charge: 0
* Kohn-Sham gap (spin up / spin down): 8.395 / 8.846 eV

Each line ends with the Mulliken charge.
Positions of all 6 atoms, in Å:
N  0.44092  -1.63665  0.89933  -0.340
F  0.28894  -0.04604  -1.32038  -0.181
F  0.21509  1.52260  0.33252  -0.173
F  -1.73746  1.08203  -0.65438  -0.200
P  -0.55248  0.25606  -0.04159  0.662
H  1.34500  -1.17800  0.78450  0.232

Record 3
The following is a quantum chemistry calculation of a cluster of 2 separate species, C4H10O3Si in total, from the Open Molecules 2025 dataset.

* 2S+1: 3
* total charge: 0
* Kohn-Sham gap (spin up / spin down): 5.647 / 8.485 eV

Each line ends with the Mulliken charge.
Positions of all 18 atoms, in Å:
C  -2.79553  -0.08657  -0.16441  -0.701
C  -1.70326  -0.92039  -0.68827  0.023
C  1.09952  1.75392  -0.45959  -0.401
C  -0.70988  -1.59853  -0.03786  -1.201
O  2.93146  -0.91633  -0.73842  -0.597
O  3.08871  -0.61472  1.99220  -0.489
O  1.89295  1.32600  0.61216  -0.204
Si  2.70754  -0.03708  0.49605  0.677
H  -3.61446  -0.38508  -0.78290  0.299
H  -2.95966  -0.22614  0.94849  0.288
H  -1.49469  -0.89047  -1.77427  0.344
H  0.38406  1.04588  -0.81101  0.090
H  1.63813  2.17285  -1.27660  0.321
H  0.35060  2.59233  -0.09623  0.232
H  0.11432  -1.88845  -0.57351  0.522
H  -0.79030  -1.98790  1.02001  0.290
H  -2.58154  1.04242  -0.36763  0.168
H  2.44204  -0.38175  2.70181  0.338

Record 4
The following is a quantum chemistry calculation of a structure of composition C11H27I2LuO2P2, from the Open Molecules 2025 dataset.

* relative energy (zero: lowest compared OMol25 entry of this formula, charge and spin): 0.372 eV
* total charge: +2
* Kohn-Sham gap: 5.806 eV

Each line ends with the Mulliken charge.
Positions of all 45 atoms, in Å:
I  0.00116  -1.35662  -6.88986  -0.003
I  0.00037  1.33553  -6.67319  -0.031
Lu  0.00281  0.88178  -0.53958  1.104
P  -2.52366  0.00763  -1.01006  0.621
C  -3.60621  -0.05568  -2.47654  -1.139
C  -3.22412  -1.40002  -0.07085  -1.052
H  -4.30483  -1.21853  0.03732  0.437
H  -4.36655  1.16176  -0.04989  0.400
H  -2.75585  -1.47145  0.92439  0.154
H  -2.89240  1.50873  0.90435  0.342
H  -3.41660  -0.97192  -3.04196  0.406
H  -3.04410  -2.33825  -0.62304  0.389
C  -3.29893  1.39441  -0.11222  -1.280
H  -4.64493  -0.04236  -2.13342  0.420
H  -3.16121  2.34080  -0.65549  0.443
H  -3.41616  0.80939  -3.11606  0.384
P  2.52532  -0.00734  -1.00429  0.620
C  3.61296  -0.07413  -2.46666  -1.140
C  3.30498  1.37333  -0.10077  -1.278
H  2.74324  -1.49030  0.92895  0.154
H  4.29595  -1.24640  0.04611  0.437
H  3.02939  -2.35707  -0.61881  0.390
C  3.21432  -1.42069  -0.06507  -1.052
H  2.89516  1.48861  0.91442  0.339
H  4.37091  1.13398  -0.03448  0.400
H  4.65041  -0.06470  -2.11981  0.420
H  3.42866  0.79194  -3.10645  0.384
H  3.17540  2.32139  -0.64320  0.443
H  3.42228  -0.98937  -3.03321  0.406
C  0.00241  -0.26622  -2.56774  0.125
O  0.00185  -0.71270  -3.64082  -0.154
C  1.24529  -0.66690  3.18778  -1.625
C  -0.00112  0.06199  2.70751  1.672
C  -1.25008  -0.66401  3.18561  -1.628
C  -0.00003  1.52736  3.12462  -1.509
O  0.00007  0.07268  1.25767  -0.373
H  1.27964  -0.67022  4.28695  0.455
H  2.17142  -0.19617  2.83149  0.311
H  1.26232  -1.71139  2.85297  0.388
H  -1.28624  -0.66835  4.28460  0.455
H  -2.17424  -0.19006  2.82873  0.313
H  -1.26960  -1.70797  2.84968  0.389
H  0.88789  2.03228  2.71744  0.330
H  -0.88661  2.03374  2.71635  0.330
H  -0.00073  1.68148  4.20656  0.401

Record 5
The following is a quantum chemistry calculation of a structure of composition C9H11MnNO2, from the Open Molecules 2025 dataset.

* relative energy (zero: lowest compared OMol25 entry of this formula, charge and spin): 2.970 eV
* 2S+1: 6
* total charge: -2
* Kohn-Sham gap (spin up / spin down): 3.929 / 6.667 eV

Each line ends with the Mulliken charge.
Positions of all 24 atoms, in Å:
C  0.03136  -1.34073  -1.40716  -0.549
C  -1.27695  -1.42865  -0.86404  -0.406
C  -1.21194  -2.08850  0.37758  -0.238
C  0.13464  -2.41457  0.65224  -0.340
C  0.93556  -2.04693  -0.50676  -1.255
Mn  0.81864  -0.27056  0.43664  0.446
C  -1.41524  1.83614  -0.63893  -0.732
C  -0.81727  2.54093  -1.60178  -0.288
C  0.23909  2.88496  -2.33352  -0.598
N  2.59032  -0.33017  0.67608  -0.557
H  -2.05771  -2.30218  1.02404  0.391
H  -2.19016  -1.08325  -1.33341  0.589
H  0.48185  -3.00276  1.49325  0.407
H  1.98591  -2.26058  -0.66955  0.535
H  0.28447  -0.98653  -2.40256  0.453
H  -2.16588  1.13709  -1.01294  0.106
H  2.97303  0.61952  0.39321  0.075
H  -1.42195  1.93443  0.45454  0.279
H  0.06335  3.32355  -3.33543  0.153
H  1.30696  2.59926  -2.22460  0.286
O  0.55607  0.60477  4.39978  -0.646
C  0.18217  0.68121  3.22619  0.144
O  0.17849  -0.27106  2.34006  -0.423
H  -0.20480  1.66460  2.85707  0.168

Record 6
The following is a quantum chemistry calculation of a cluster of 2 separate species, C4F3O2 in total, from the Open Molecules 2025 dataset.

* relative energy (zero: lowest compared OMol25 entry of this formula, charge and spin): 0.134 eV
* total charge: -1
* Kohn-Sham gap: 8.620 eV

Each line ends with the Mulliken charge.
Positions of all 9 atoms, in Å:
C  -0.08015  0.49160  -0.09460  -0.880
C  1.22976  -2.57528  -1.61367  -0.043
C  0.75495  -0.06579  -0.79614  0.734
C  -0.71195  1.19002  0.94460  0.863
O  0.27082  -2.82775  -1.00236  -0.248
O  1.46502  -0.67093  -1.57312  -0.591
F  -0.09471  1.11850  2.17969  -0.285
F  -0.83957  2.55067  0.74885  -0.280
F  -1.99417  0.78896  1.20674  -0.270

Record 7
The following is a quantum chemistry calculation of a cluster of 2 separate species, C4H9NO2 in total, from the Open Molecules 2025 dataset.

* relative energy (zero: lowest compared OMol25 entry of this formula, charge and spin): 3.615 eV
* total charge: 0
* Kohn-Sham gap: 9.210 eV
* SMILES: C=C(C)N.O=CO

Each line ends with the Mulliken charge.
Positions of all 16 atoms, in Å:
C  1.06255  0.17863  -0.92276  -0.723
C  -0.21421  0.61620  -1.04805  0.248
C  -0.87812  0.65023  -2.39959  -1.221
N  -0.95179  1.01596  0.02549  -0.419
H  1.52691  0.11881  0.04637  0.267
H  1.71947  0.15535  -1.78864  0.315
H  -0.24302  0.22267  -3.17610  0.303
H  -1.81809  0.10277  -2.38687  0.305
H  -0.96871  1.69070  -2.72429  0.358
H  -1.20619  1.99210  0.05950  0.248
H  -0.53649  0.68577  0.85438  0.282
O  0.43334  0.21783  2.00055  -0.532
C  0.36686  -0.96124  1.62810  0.173
O  0.00405  -1.41859  0.43750  -0.448
H  0.62759  -1.74711  2.35606  0.386
H  -0.18033  -1.03588  -0.33537  0.457

Record 8
The following is a quantum chemistry calculation of the molecule C9H9N3S2, from the Open Molecules 2025 dataset.

* relative energy (zero: lowest compared OMol25 entry of this formula, charge and spin): 0.000 eV
* total charge: 0
* Kohn-Sham gap: 8.870 eV
* SMILES: N#CC(=C1SCCCS1)n1ccnc1

Each line ends with the Mulliken charge.
Positions of all 23 atoms, in Å:
N  -1.44712  3.65538  -0.05518  -0.480
C  -1.21441  2.51291  -0.11056  0.049
C  -0.96359  1.11091  -0.13529  -0.282
C  0.28891  0.57115  -0.16486  0.577
S  1.73028  1.60347  -0.25770  -0.068
C  2.88905  0.58441  0.68954  -0.688
C  3.26034  -0.73881  -0.00060  -0.472
C  2.08576  -1.38438  -0.80031  -0.719
S  0.48131  -1.17211  0.03413  -0.039
N  -2.16471  0.30884  -0.08117  0.172
C  -2.68008  -0.26288  1.06175  -0.164
C  -3.81365  -0.92456  0.67489  -0.545
N  -4.01192  -0.75994  -0.68860  -0.607
C  -3.01393  -0.01336  -1.10617  -0.043
H  3.74941  1.20423  0.82115  0.449
H  2.39106  0.41347  1.65708  0.347
H  3.59366  -1.42604  0.77214  0.276
H  4.08737  -0.58380  -0.69280  0.283
H  2.25240  -2.45246  -0.95517  0.434
H  2.02362  -0.93504  -1.80365  0.352
H  -2.21502  -0.10451  2.00930  0.418
H  -4.51846  -1.46152  1.28782  0.397
H  -2.79026  0.25463  -2.15573  0.353